Record 1
71
Properties=species:S:1:pos:R:3:forces:R:3:nbo_charge:R:1 method="wB97M-V/def2-TZVPD" molar_mass_g_mol=745.3 e_tot_ev=-175815.8310 s2=8.76 total_charge=+1 multiplicity=6
Fe 1.040697 0.466030 -0.169134 0.033 0.734 0.661 1.528
N 3.334581 3.987793 -0.757837 -0.060 -0.059 0.037 -0.767
C 2.684318 2.969845 -0.175122 0.135 0.189 -0.099 0.329
S 3.092759 1.353258 -0.751519 0.202 -0.383 -0.095 -0.232
N 1.860286 3.220025 0.799947 -0.040 -0.352 -0.037 -0.403
N 1.313966 2.042548 1.239803 0.256 0.301 0.070 -0.308
C 0.999723 1.894418 2.468202 -0.033 -0.021 0.165 0.232
C 1.146642 2.931694 3.513756 -0.054 -0.048 -0.091 -0.051
C 0.576372 4.189801 3.341262 -0.049 0.017 0.003 -0.170
C 0.717759 5.151758 4.327862 -0.002 -0.007 -0.001 -0.207
C 1.445033 4.871686 5.477458 0.001 -0.017 -0.008 -0.180
C 2.026056 3.622716 5.646208 -0.013 -0.004 -0.023 -0.210
C 1.869112 2.649946 4.670214 0.053 -0.008 0.048 -0.201
C 0.549077 0.522877 2.801413 -0.044 0.104 -0.032 0.180
C -0.049587 0.211123 4.008611 -0.003 0.003 0.087 -0.211
C -0.375716 -1.108615 4.277818 -0.020 -0.003 0.051 -0.123
C -0.078903 -2.078260 3.337802 0.004 -0.015 0.006 -0.230
C 0.481385 -1.680390 2.137240 0.093 0.145 0.072 0.077
N 0.774515 -0.407542 1.857476 0.001 -0.330 -0.030 -0.544
H 3.923321 3.829456 -1.553533 0.014 -0.002 -0.010 0.416
H 3.129529 4.927921 -0.464065 0.020 0.006 0.010 0.417
H 0.022079 4.407221 2.438125 0.014 0.001 -0.007 0.230
H 0.263507 6.125011 4.197084 0.007 -0.008 0.001 0.226
H 1.560131 5.628566 6.242284 -0.001 -0.008 -0.009 0.226
H 2.601146 3.405031 6.536336 -0.004 0.000 -0.009 0.226
H 2.328523 1.676582 4.800285 -0.010 0.019 0.002 0.217
H -0.246001 0.996211 4.724243 -0.008 -0.006 -0.008 0.253
H -0.845307 -1.373717 5.215860 0.006 0.002 -0.007 0.239
H -0.283192 -3.124214 3.515366 -0.004 0.002 -0.008 0.243
H 0.710858 -2.410043 1.374786 0.022 -0.030 -0.044 0.213
Cl -3.410481 1.787733 -1.607514 0.039 0.025 0.034 0.021
C -2.026340 2.794396 -1.153411 -0.019 0.001 -0.006 -0.307
Cl -2.394092 3.840198 0.225669 0.020 -0.018 0.009 0.022
C -0.847540 1.908560 -0.797856 -0.166 0.100 -0.035 0.750
O 0.233223 2.039972 -1.412312 -0.121 -0.141 -0.086 -0.685
O -0.950353 1.047536 0.116390 -0.236 -0.230 -0.095 -0.738
H -1.772398 3.424024 -1.996930 0.006 0.016 -0.024 0.253
C 1.154423 -6.063639 -2.556898 0.015 -0.004 -0.008 -0.189
C -0.073561 -5.851637 -1.951105 -0.025 0.014 0.029 -0.185
C -0.435599 -4.578046 -1.529146 0.105 -0.105 -0.015 -0.249
C 0.432873 -3.512015 -1.736103 0.078 -0.108 0.264 -0.237
C 1.677576 -3.728394 -2.320224 -0.032 -0.095 -0.049 -0.236
C 2.031643 -5.002326 -2.736674 0.000 0.013 0.012 -0.192
As -0.066559 -1.741313 -1.143348 -0.001 0.430 -0.716 0.854
C -1.971479 -1.855497 -0.904540 -0.042 -0.034 0.106 -0.344
C -2.767675 -2.365957 -1.928797 -0.057 -0.033 0.049 -0.210
C -4.143869 -2.417377 -1.772341 0.010 -0.001 -0.002 -0.209
C -4.726629 -1.972391 -0.591613 -0.009 -0.006 -0.008 -0.180
C -3.934539 -1.481893 0.434789 0.017 -0.004 -0.020 -0.195
C -2.556344 -1.420471 0.279388 -0.054 -0.037 -0.024 -0.185
C 0.133129 -0.700461 -2.783597 -0.088 -0.145 -0.136 -0.334
C -0.934865 -0.167990 -3.504456 0.092 0.031 0.088 -0.244
C -0.690574 0.592066 -4.635666 0.052 0.044 -0.026 -0.138
C 0.614196 0.832173 -5.055394 -0.083 0.029 -0.028 -0.200
C 1.678826 0.314889 -4.339515 -0.003 -0.042 0.102 -0.180
C 1.436838 -0.446994 -3.202705 0.012 0.023 -0.111 -0.245
H 1.433177 -7.056972 -2.882707 -0.002 0.008 -0.005 0.228
H -0.757416 -6.677069 -1.802577 0.011 0.000 0.004 0.225
H -1.392230 -4.428891 -1.048036 -0.017 0.011 -0.006 0.229
H 2.374416 -2.915730 -2.470478 0.001 -0.012 0.014 0.214
H 2.996279 -5.165327 -3.198860 -0.008 -0.004 -0.002 0.227
H -2.317739 -2.734720 -2.842343 0.013 0.029 -0.028 0.229
H -4.760240 -2.809083 -2.570934 -0.001 0.005 0.009 0.229
H -5.801623 -2.012649 -0.472840 0.008 -0.001 -0.002 0.227
H -4.387821 -1.135129 1.354149 0.003 -0.003 -0.006 0.224
H -1.950607 -1.011334 1.074609 0.012 0.020 0.002 0.218
H -1.952192 -0.321359 -3.175828 -0.034 -0.033 -0.001 0.235
H -1.522969 1.002995 -5.192610 0.006 -0.001 0.001 0.219
H 0.796746 1.428710 -5.939706 -0.011 -0.005 0.007 0.226
H 2.696499 0.507973 -4.652417 -0.007 -0.011 0.002 0.226
H 2.283217 -0.845298 -2.653739 0.001 0.055 0.009 0.207

=====

Record 2
84
Properties=species:S:1:pos:R:3:forces:R:3:mulliken_charge:R:1 method="wB97M-V/def2-TZVPD" molar_mass_g_mol=872.5 e_tot_ev=-151901.3284
O -1.231287 -0.048926 0.873709 0.433 -0.159 0.726 -0.508
C -0.258911 0.155101 1.591950 -0.245 0.759 -0.689 0.926
C 0.560775 1.371446 1.476975 -0.522 -0.439 -0.135 -0.832
C 1.623121 1.555114 2.263314 0.924 2.091 -0.567 0.427
O 2.396250 2.697171 2.162444 -1.124 -2.157 0.752 -0.563
C 2.018581 0.540494 3.278346 0.608 -0.409 0.767 0.897
O 3.010903 0.728964 3.974001 -0.690 0.038 -0.531 -0.558
C 1.185253 -0.664533 3.410090 0.282 0.120 0.115 -0.787
C 0.120824 -0.846786 2.626193 -0.615 -1.513 0.583 0.015
O -0.668730 -1.975669 2.745979 0.548 1.598 -0.786 -0.577
H 0.263254 2.099689 0.733415 0.026 -0.057 0.038 0.449
H 3.103933 2.593376 2.835432 -0.011 0.173 -0.422 0.338
H 1.473972 -1.385649 4.164379 -0.013 0.020 -0.059 0.498
H -1.372776 -1.874627 2.068936 0.241 -0.038 0.247 0.338
O -0.432903 -8.502421 -0.395813 0.434 0.455 0.702 -0.604
C 0.021626 -7.586749 0.280914 -0.576 -0.163 -0.920 0.894
C -0.126685 -6.175277 -0.106838 -0.049 -0.345 -0.057 -0.812
C 0.394734 -5.203086 0.643902 -0.475 1.525 -0.913 0.243
O 0.256731 -3.874316 0.286803 0.603 -1.451 1.034 -0.457
C 1.144703 -5.508502 1.893063 0.581 0.184 0.969 0.995
O 1.628353 -4.594505 2.552495 -0.441 -0.448 -0.696 -0.571
C 1.272409 -6.918119 2.293753 0.057 0.374 0.050 -0.907
C 0.748067 -7.890273 1.544952 0.427 -1.599 0.941 0.341
O 0.861797 -9.217349 1.916510 -0.546 1.541 -1.142 -0.563
H -0.672267 -5.967672 -1.018418 0.028 -0.018 0.045 0.452
H 0.720467 -3.366310 0.987788 -0.213 -0.224 -0.183 0.222
H 1.804826 -7.124670 3.213638 -0.029 0.021 -0.064 0.424
H 0.403304 -9.725589 1.212412 0.188 0.203 0.276 0.349
O 4.969212 2.940477 2.841888 0.948 0.219 0.377 -0.468
C 6.122294 3.329433 2.990635 -0.543 0.282 -0.664 0.785
C 6.751574 4.290386 2.071301 -0.432 -0.309 0.127 -1.078
C 8.014736 4.680742 2.252095 0.392 1.310 -1.501 0.451
O 8.611468 5.585655 1.393468 -0.175 -1.315 1.613 -0.562
C 8.831125 4.159031 3.382343 0.932 -0.172 0.751 0.814
O 9.995332 4.522351 3.511883 -0.922 -0.080 -0.363 -0.603
C 8.194682 3.216784 4.315612 0.316 0.234 -0.149 -0.771
C 6.930404 2.828953 4.136983 -0.403 -1.273 1.518 0.268
O 6.324605 1.945612 5.011533 0.171 1.294 -1.665 -0.570
H 6.147352 4.659863 1.252680 0.035 -0.003 0.039 0.548
H 9.524590 5.705699 1.734493 -0.356 -0.052 -0.138 0.345
H 8.794261 2.859180 5.143226 -0.040 0.020 -0.063 0.430
H 5.413528 1.820996 4.667022 0.251 -0.096 0.176 0.306
O 4.029957 6.537617 -1.740751 -0.757 -0.267 -0.280 -0.634
C 3.135024 5.724581 -1.943432 0.986 -0.130 0.554 0.979
C 3.215778 4.333779 -1.470410 0.172 0.579 -0.107 -0.733
C 2.231108 3.469164 -1.722420 0.650 -1.960 0.998 0.372
O 2.299284 2.161319 -1.278471 -0.529 2.228 -0.900 -0.533
C 1.022322 3.876061 -2.490146 -0.905 0.052 -0.479 0.813
O 0.142217 3.053965 -2.721947 0.817 0.687 0.267 -0.417
C 0.930248 5.272802 -2.942382 -0.158 -0.361 0.015 -1.139
C 1.913262 6.138498 -2.687477 -0.608 1.650 -0.783 0.457
O 1.832620 7.453622 -3.107079 0.808 -1.597 0.867 -0.573
H 4.101093 4.050898 -0.915492 -0.074 -0.002 -0.028 0.494
H 1.469071 1.737344 -1.587489 -0.081 -0.631 -0.081 0.141
H 0.037692 5.559610 -3.484052 0.058 -0.020 0.027 0.442
H 2.665488 7.875903 -2.803289 -0.321 -0.178 -0.121 0.342
O -7.126804 -1.390213 -3.657175 -0.577 -0.410 0.671 -0.578
C -8.017045 -1.789588 -2.914894 0.107 0.725 -0.804 0.926
C -9.378415 -1.232856 -2.951231 0.348 -0.014 -0.106 -0.948
C -10.320307 -1.678651 -2.117714 -1.527 1.028 -0.469 0.356
O -11.602527 -1.161768 -2.148326 1.461 -1.156 0.635 -0.569
C -10.029837 -2.747571 -1.123143 -0.064 -0.786 0.826 0.906
O -10.911226 -3.123749 -0.357766 0.384 0.477 -0.675 -0.613
C -8.675466 -3.321285 -1.102870 -0.462 0.050 0.158 -0.785
C -7.734358 -2.878033 -1.938672 1.732 -1.129 0.401 0.408
O -6.459813 -3.414247 -1.927257 -1.701 1.220 -0.585 -0.581
H -9.575157 -0.454782 -3.677613 0.015 -0.041 0.041 0.425
H -12.095590 -1.645714 -1.450339 0.211 0.193 -0.274 0.349
H -8.483072 -4.110266 -0.386760 -0.015 0.060 -0.045 0.424
H -5.965221 -2.926114 -2.621075 0.043 -0.120 0.211 0.272
N 0.519421 0.071792 -2.414721 -0.162 -1.673 -0.162 -0.482
C -0.912610 -0.408116 -2.241919 -2.014 -0.412 -0.089 -0.149
C -2.025432 0.814065 -2.503330 3.248 1.302 -0.039 -0.314
O -3.144675 0.435431 -3.347454 -1.083 -1.511 2.663 -0.349
C -4.186142 -0.350119 -2.738255 -1.320 0.391 -2.721 0.203
F -4.287955 -1.655430 -3.492201 0.583 2.630 1.791 -0.303
Br -4.112615 -0.778885 -0.817114 0.149 0.208 -1.143 -0.064
H 1.116251 -0.789771 -2.235059 -0.864 1.497 -0.266 0.229
H 0.732223 0.333238 -3.406597 -0.615 -0.349 1.103 0.275
H -1.080224 -0.819412 -1.146589 0.628 0.846 -2.448 0.038
H -1.220341 -1.261770 -3.009054 0.693 1.673 1.527 0.307
H -2.299382 1.392987 -1.508132 0.165 -1.538 -2.015 0.159
H -1.397559 1.614811 -3.133304 -1.836 -1.855 1.228 0.204
H -5.226774 0.195364 -2.952085 2.413 -1.492 0.495 0.280

=====

Record 3
84
Properties=species:S:1:pos:R:3:forces:R:3:mulliken_charge:R:1 method="wB97M-V/def2-TZVPD" molar_mass_g_mol=1108.2 e_tot_ev=-171132.9622 total_charge=+1
C 6.492613 1.299940 1.338591 -0.005 0.024 -0.013 -1.103
C 5.622465 0.117573 1.714749 -0.054 0.009 0.040 -0.652
I 5.223817 0.087182 3.846575 -0.004 -0.003 0.032 0.202
C 4.259162 0.030062 1.029724 0.109 -0.046 -0.063 -0.572
I 4.448379 -0.181648 -1.089914 0.019 0.055 -0.136 0.386
P 3.146260 1.376767 1.572250 0.082 -0.208 0.124 0.600
Br 2.093951 2.337147 -0.000642 -0.141 0.213 -0.151 0.089
H 5.961863 2.252028 1.416778 0.024 -0.026 0.004 0.314
H 7.364160 1.357742 1.987052 -0.003 -0.039 -0.012 0.406
H 6.840193 1.185123 0.310261 -0.046 0.028 0.013 0.354
H 6.140012 -0.819863 1.530273 0.026 -0.009 0.044 0.535
H 3.752906 -0.877360 1.357304 -0.047 0.014 -0.005 0.402
H 2.177334 0.835655 2.423192 -0.034 0.075 0.100 0.063
H 3.864072 2.357370 2.252860 -0.005 0.030 -0.029 0.168
C -0.803801 -0.025945 -4.419232 -0.033 -0.069 -0.019 -1.046
C -0.147115 0.661844 -3.476903 0.012 0.100 0.037 0.346
C -0.167008 2.180500 -3.406562 0.048 -0.021 0.113 1.129
O 0.467988 2.675976 -2.480254 0.025 -0.027 -0.045 -0.591
C -0.903153 2.922403 -4.385242 -0.031 0.035 -0.054 -1.172
C -1.565406 2.237796 -5.338441 -0.026 -0.043 0.007 0.373
C -1.554545 0.716141 -5.410236 0.015 0.025 0.019 1.120
O -2.191943 0.219445 -6.316672 -0.020 -0.002 -0.003 -0.632
O -2.276736 2.801149 -6.287393 0.000 0.048 0.012 -0.574
O 0.578205 0.106645 -2.514266 0.039 -0.026 -0.052 -0.556
H -0.792671 -1.105292 -4.477465 0.003 0.010 0.018 0.462
H -0.910406 4.001431 -4.329640 -0.018 -0.004 -0.014 0.472
H -2.660367 2.074836 -6.822993 0.034 -0.007 0.031 0.383
H 0.954396 0.859095 -2.012698 -0.088 -0.070 -0.046 0.191
C 6.209314 1.399021 -4.498884 -0.049 0.005 0.084 -1.042
C 7.277765 1.826500 -5.196970 0.076 0.015 -0.055 0.363
C 8.177544 0.875181 -5.976530 0.022 0.025 -0.015 1.012
O 9.103797 1.394530 -6.567709 -0.023 -0.017 0.024 -0.605
C 7.878924 -0.537656 -5.961074 0.035 -0.034 -0.020 -0.979
C 6.812100 -0.958236 -5.265758 -0.086 0.025 0.016 0.338
C 5.917697 -0.005582 -4.494282 0.055 0.059 -0.089 1.113
O 4.975916 -0.519749 -3.898131 -0.005 -0.073 0.109 -0.735
O 6.439077 -2.224702 -5.179304 0.022 -0.006 -0.022 -0.570
O 7.651261 3.083706 -5.280393 -0.062 -0.019 0.035 -0.567
H 5.563215 2.070273 -3.950528 0.009 0.017 -0.019 0.482
H 8.520998 -1.209895 -6.512021 -0.017 -0.013 0.005 0.443
H 5.629038 -2.243201 -4.632699 0.031 0.028 -0.015 0.357
H 8.446440 3.096915 -5.856332 -0.006 -0.040 0.002 0.388
C -0.824725 0.341717 4.749102 0.023 0.081 -0.011 -1.315
C -1.403646 0.070347 5.936971 0.022 -0.016 0.012 0.519
C -0.871279 -1.008859 6.870480 -0.021 0.004 0.006 1.081
O -1.480992 -1.153047 7.910142 0.000 -0.012 -0.014 -0.628
C 0.289909 -1.768029 6.464670 0.038 -0.044 0.081 -0.958
C 0.847125 -1.503944 5.277134 -0.019 0.004 -0.079 0.392
C 0.314039 -0.429814 4.355668 -0.137 -0.029 -0.095 1.216
O 0.894360 -0.295809 3.274561 0.138 -0.030 0.128 -0.763
O 1.899449 -2.155011 4.794732 0.017 -0.008 0.055 -0.603
O -2.466009 0.688143 6.391910 0.018 0.026 -0.056 -0.579
H -1.203675 1.099123 4.077018 -0.016 0.002 0.016 0.416
H 0.651889 -2.545532 7.121827 0.019 -0.005 -0.022 0.457
H 2.070117 -1.789080 3.907397 -0.048 0.011 0.038 0.280
H -2.672025 0.291750 7.265731 0.044 -0.038 -0.002 0.390
C -5.428398 -4.182524 3.888400 -0.028 -0.048 0.008 -1.125
C -4.188329 -4.423686 4.341434 0.057 0.032 0.008 0.260
C -3.098121 -3.370955 4.312443 0.004 -0.015 -0.002 1.189
O -2.004326 -3.697073 4.749222 -0.036 0.000 0.016 -0.662
C -3.401748 -2.068588 3.779618 0.103 0.058 -0.028 -0.723
C -4.641305 -1.818692 3.329467 -0.028 -0.034 0.013 0.245
C -5.736569 -2.873367 3.355249 -0.014 0.066 -0.013 0.982
O -6.813994 -2.530237 2.908883 0.025 -0.040 -0.004 -0.590
O -5.012417 -0.659492 2.821065 -0.075 -0.020 -0.051 -0.606
O -3.793909 -5.581079 4.846749 -0.042 -0.022 0.002 -0.579
H -6.209659 -4.929142 3.902821 0.012 -0.006 0.011 0.449
H -2.608843 -1.335454 3.749576 -0.058 0.043 -0.028 0.475
H -5.958548 -0.735853 2.561933 -0.037 0.040 0.065 0.275
H -2.854707 -5.471518 5.096295 -0.024 0.037 -0.023 0.378
C -6.938029 2.168679 -2.029650 -0.026 0.032 -0.031 -1.108
C -7.466860 1.856653 -0.834740 0.001 -0.048 0.058 0.327
C -6.854661 0.802769 0.068535 0.012 0.034 0.023 1.313
O -7.392413 0.625967 1.149410 0.014 -0.005 0.023 -0.694
C -5.686978 0.089817 -0.379065 0.158 -0.207 0.050 -0.885
C -5.154476 0.397398 -1.569034 -0.110 0.146 -0.077 0.137
C -5.749724 1.474190 -2.463178 0.062 -0.007 0.029 1.121
O -5.153011 1.682977 -3.506029 0.007 -0.013 -0.032 -0.574
O -4.075756 -0.171081 -2.081285 0.015 -0.045 0.014 -0.579
O -8.542191 2.429908 -0.326480 -0.006 0.017 -0.032 -0.578
H -7.361644 2.924127 -2.675960 -0.010 0.000 0.016 0.437
H -5.276335 -0.669088 0.271242 0.068 0.005 -0.065 0.470
H -3.949974 0.251056 -2.957710 -0.036 0.017 0.034 0.279
H -8.695047 2.016199 0.547261 0.032 -0.004 -0.028 0.367